Below is a molecular structure, C3H5IN3P, with properties calculated with ωB97M-V/def2-TZVPD.

orbital gap = 0.262 Ha
largest force on an atom = 5.4 eV/A
energy above the lowest of the compared OMol25 structures with the same formula, charge and spin = 1.465 eV
LUMO = -1.7 eV
HOMO energy = -8.829 eV

```
13
C3H5IN3P | the OMol25 dataset | ωB97M-V/def2-TZVPD
C -0.4123 0.9312 0.0661
C 1.6165 0.4356 -0.1632
C -1.8161 0.7645 0.1262
N 0.2452 2.0753 -0.1307
N 1.5661 1.7381 -0.1934
N 0.4108 -0.0966 0.0049
P -0.1061 -2.3184 -0.0304
I 3.5048 -0.6289 -0.2527
H -2.0835 0.3933 1.1377
H -2.4572 1.6110 -0.0356
H -2.2794 0.1385 -0.5896
H 0.8660 -2.6697 0.9230
H 0.9452 -2.3739 -0.8625
```